Formula: C35H59Cl10MgO23S
Source: OMol25
Level of theory: ωB97M-V/def2-TZVPD

charge	-1
LUMO energy	1.5	eV
HOMO-LUMO gap	6.78	eV

XYZ file:
```
129
C35H59Cl10MgO23S | OMol25 | ωB97M-V/def2-TZVPD
Mg 0.135 0.345 0.875
S 2.092 1.603 1.949
O 3.550 1.461 1.837
O 1.343 1.743 0.702
O 1.279 0.532 2.442
O 1.971 2.800 2.733
C -0.979 -2.505 1.737
O -1.071 -1.154 1.375
H -0.757 -2.707 2.785
H -1.897 -3.075 1.594
H -0.212 -3.018 1.156
C 1.421 -5.406 -3.819
C 1.422 -4.399 -2.695
C 0.451 -4.658 -1.555
O 1.251 -5.108 -0.483
C 2.511 -4.846 -0.724
O 3.450 -5.097 0.066
O 2.617 -4.311 -1.980
H 0.567 -5.212 -4.468
H 1.273 -6.430 -3.475
H 2.355 -5.437 -4.378
H 1.130 -3.511 -3.254
H -0.327 -5.392 -1.764
H 0.011 -3.697 -1.288
C 5.257 -1.012 2.875
C 3.890 -1.331 3.461
C 3.107 -2.301 2.538
O 2.838 -3.413 3.385
C 3.345 -3.247 4.632
O 3.157 -3.999 5.639
O 4.126 -2.134 4.610
H 5.775 -0.342 3.561
H 5.220 -0.575 1.877
H 5.904 -1.887 2.816
H 3.243 -0.499 3.740
H 3.644 -2.505 1.612
H 2.178 -1.911 2.123
C 5.355 -2.386 -1.077
C 4.693 -1.030 -1.472
C 3.889 -1.156 -2.699
O 2.562 -1.020 -2.273
C 2.473 -0.769 -1.036
O 1.440 -0.615 -0.361
O 3.646 -0.765 -0.519
H 5.785 -2.202 -0.092
H 6.229 -2.620 -1.684
H 4.730 -3.272 -0.969
H 5.471 -0.271 -1.561
H 4.028 -2.076 -3.268
H 4.093 -0.254 -3.275
C 0.323 0.514 -6.313
C -0.537 -0.762 -6.005
C -0.551 -1.220 -4.561
O -1.903 -1.491 -4.402
C -2.658 -1.035 -5.461
O -3.873 -1.205 -5.516
O -1.861 -0.343 -6.309
H 0.413 0.763 -7.370
H 1.360 0.383 -6.004
H -0.191 1.376 -5.888
H -0.351 -1.518 -6.768
H -0.266 -0.467 -3.827
H 0.113 -2.065 -4.379
C -5.553 2.076 1.077
C -4.343 2.835 1.581
C -4.031 2.848 3.063
O -2.652 2.663 3.152
C -2.218 2.194 1.964
O -1.096 1.744 1.681
O -3.197 2.211 1.044
H -5.531 1.000 1.251
H -5.671 2.258 0.009
H -6.488 2.488 1.458
H -4.425 3.860 1.219
H -4.706 2.172 3.587
H -4.240 3.881 3.342
C -3.326 2.853 -3.653
C -1.883 3.032 -3.359
C -1.558 3.975 -2.218
O -1.217 3.077 -1.151
C -1.035 1.882 -1.569
O -0.688 0.954 -0.852
O -1.354 1.762 -2.871
H -4.014 2.709 -2.820
H -3.457 2.088 -4.419
H -3.696 3.810 -4.020
H -1.306 3.369 -4.221
H -2.422 4.542 -1.874
H -0.708 4.627 -2.418
Cl 0.568 -1.815 6.685
C 0.084 -0.944 5.193
C -0.049 0.620 5.345
Cl -1.285 1.138 6.543
H -0.866 -1.305 4.799
H 0.946 -1.078 4.540
H -0.122 1.095 4.367
H 0.874 1.094 5.679
Cl 1.062 6.042 -0.571
C 0.520 5.440 1.046
C -1.036 5.632 1.327
Cl -1.531 7.300 1.193
H 1.166 5.939 1.769
H 0.768 4.381 1.128
H -1.296 5.224 2.304
H -1.652 5.075 0.621
Cl 2.691 2.596 -2.676
C 3.640 2.819 -1.239
C 5.066 3.175 -1.569
Cl 5.799 1.973 -2.645
H 3.663 1.886 -0.676
H 3.234 3.487 -0.480
H 5.670 3.173 -0.662
H 5.007 4.133 -2.087
Cl -6.179 -1.589 6.318
C -4.931 -0.499 5.810
C -4.162 -1.025 4.575
Cl -3.367 -2.508 4.956
H -4.274 -0.262 6.646
H -5.352 0.435 5.437
H -3.481 -0.301 4.128
H -4.862 -1.129 3.746
Cl -4.938 -0.038 -2.420
C -4.243 -1.612 -1.940
C -4.356 -1.751 -0.478
Cl -5.972 -2.327 -0.026
H -3.190 -1.580 -2.220
H -4.802 -2.416 -2.418
H -4.125 -0.806 0.014
H -3.560 -2.439 -0.195
```

Atom charges from the Löwdin analysis, given in e for atoms 1 to 5:
1. Mg 0.4503
2. S 0.2063
3. O -0.3334
4. O -0.3837
5. O -0.3464

Formula: C4H6NO
Source: OMol25
Level of theory: ωB97M-V/def2-TZVPD

charge	+1
LUMO energy (alpha / beta)	-7.6 / -9.5	eV
HOMO-LUMO gap (alpha / beta)	6.21 / 2.91	eV

XYZ file:
```
12
C4H6NO | OMol25 | ωB97M-V/def2-TZVPD
C -0.942 0.929 -0.089
C -2.321 0.877 0.019
C -1.555 -1.102 -0.044
C 3.232 -0.294 0.074
N -0.496 -0.344 -0.124
O -2.679 -0.405 0.046
H -0.294 1.780 -0.137
H -3.070 1.642 0.090
H -1.573 -2.176 -0.045
H 3.372 -0.200 -0.992
H 2.254 -0.149 0.505
H 4.072 -0.558 0.698
```

Atom charges from the natural (NBO) analysis, given in e for atoms 1 to 5:
1. C -0.0781
2. C 0.1544
3. C 0.3769
4. C 0.0936
5. N -0.4912

Formula: C39H33As2Cl3FFeN3O2
Source: OMol25
Level of theory: ωB97M-V/def2-TZVPD

charge	0
LUMO energy (alpha / beta)	-1.4 / -1.5	eV
spin multiplicity	5
HOMO-LUMO gap (alpha / beta)	6.61 / 6.54	eV

XYZ file:
```
84
C39H33As2Cl3FFeN3O2 | OMol25 | ωB97M-V/def2-TZVPD
Fe -8.170 -21.802 9.824
C -2.778 -23.727 9.567
C -3.125 -23.997 10.870
C -4.418 -23.891 11.267
C -5.425 -23.583 10.340
C -5.114 -23.271 9.055
C -3.765 -23.355 8.653
N -6.864 -23.525 10.591
N -7.244 -24.037 11.650
C -8.658 -23.977 11.820
C -9.238 -24.862 12.748
C -10.599 -24.883 12.931
C -11.365 -23.931 12.233
C -10.672 -23.046 11.437
N -9.351 -23.096 11.183
H -1.724 -23.817 9.302
H -2.376 -24.357 11.594
H -4.764 -24.273 12.223
H -5.878 -23.106 8.370
H -3.540 -23.162 7.628
H -8.545 -25.560 13.282
H -10.967 -25.478 13.772
H -12.385 -23.893 12.523
H -11.169 -22.182 11.020
C -7.018 -19.414 6.734
C -7.291 -17.917 7.092
As -9.046 -17.130 7.524
C -10.166 -18.518 8.296
C -10.288 -19.833 7.852
C -11.194 -20.738 8.438
C -12.074 -20.289 9.421
C -11.980 -18.956 9.857
C -11.018 -18.124 9.329
C -9.851 -17.064 5.784
C -11.011 -17.711 5.340
C -11.510 -17.389 4.071
C -10.875 -16.400 3.283
C -9.743 -15.789 3.707
C -9.341 -16.061 5.012
As -7.930 -19.977 4.995
C -7.189 -21.795 4.934
C -6.032 -22.255 5.579
C -5.584 -23.546 5.380
C -6.293 -24.386 4.484
C -7.453 -23.932 3.829
C -7.858 -22.632 4.047
C -6.493 -19.083 3.975
C -6.867 -17.974 3.290
C -5.938 -17.211 2.609
C -4.569 -17.577 2.692
C -4.223 -18.648 3.497
C -5.183 -19.392 4.168
H -7.311 -20.070 7.545
H -5.972 -19.532 6.519
H -6.906 -17.294 6.272
H -6.716 -17.716 8.015
H -9.700 -20.092 6.976
H -11.325 -21.742 8.083
H -12.816 -20.956 9.817
H -12.646 -18.586 10.657
H -10.985 -17.055 9.637
H -11.441 -18.421 6.042
H -12.323 -17.946 3.626
H -11.366 -16.140 2.329
H -9.259 -14.939 3.239
H -8.533 -15.412 5.415
H -5.464 -21.587 6.188
H -4.664 -23.878 5.844
H -5.926 -25.394 4.348
H -8.008 -24.534 3.133
H -8.782 -22.315 3.560
H -7.917 -17.735 3.235
H -6.258 -16.351 2.023
H -3.809 -16.966 2.237
H -3.211 -18.999 3.632
H -4.827 -20.287 4.724
F -8.364 -22.355 8.075
Cl -4.848 -19.213 13.087
C -5.502 -19.021 11.451
Cl -4.123 -19.288 10.337
Cl -6.109 -17.446 11.199
C -6.665 -20.102 11.150
O -6.849 -20.986 11.995
O -7.287 -19.991 10.066
```

Atom charges from the Löwdin analysis, given in e for atoms 1 to 5:
1. Fe 0.8916
2. C -0.0694
3. C -0.0941
4. C -0.0217
5. C -0.2195

Formula: C38H102Li3N6O18
Source: OMol25
Level of theory: ωB97M-V/def2-TZVPD

charge	+1
LUMO energy	-4.3	eV
HOMO-LUMO gap	5.00	eV

XYZ file:
```
167
C38H102Li3N6O18 | OMol25 | ωB97M-V/def2-TZVPD
Li 3.312 -3.581 2.805
Li 2.042 -0.556 3.899
Li 0.720 -2.784 3.078
O 1.724 -3.476 1.292
C 2.001 -2.270 0.614
C 1.464 -0.880 1.175
O 0.746 -0.806 2.404
H 1.535 -2.327 -0.377
H 3.090 -2.181 0.473
H 0.775 -0.468 0.430
H 2.274 -0.133 1.195
C -3.164 6.278 -0.316
O -3.706 5.056 -0.758
C -3.771 4.896 -2.155
C -3.963 3.428 -2.461
N -2.693 2.683 -2.670
C -2.028 2.356 -1.392
C -0.802 1.495 -1.707
O 0.132 2.267 -2.426
C 1.109 1.462 -3.031
H -3.298 6.285 0.766
H -3.741 7.147 -0.663
H -2.120 6.362 -0.624
H -3.009 5.331 -2.813
H -4.687 5.416 -2.487
H -4.476 3.235 -3.405
H -4.576 3.006 -1.665
H -2.024 3.288 -3.136
H -2.745 1.787 -0.803
H -1.615 3.279 -0.973
H -1.132 0.644 -2.319
H -0.253 1.046 -0.866
H 1.814 1.240 -2.199
H 1.783 2.045 -3.657
H 0.765 0.497 -3.404
C -0.155 0.190 6.016
O 1.078 0.463 5.419
C 1.415 1.795 5.123
C 2.903 1.930 4.823
N 3.287 1.058 3.739
C 4.750 0.861 3.508
C 5.115 0.656 2.048
O 4.864 1.790 1.252
C 4.650 1.404 -0.101
H -0.452 0.986 6.710
H -0.124 -0.756 6.555
H -1.009 0.171 5.326
H 1.264 2.445 5.999
H 0.822 2.355 4.390
H 3.355 1.701 5.791
H 3.027 2.995 4.596
H 2.948 1.387 2.835
H 5.022 0.024 4.150
H 5.254 1.790 3.798
H 4.609 -0.241 1.665
H 6.192 0.444 2.033
H 5.503 0.859 -0.509
H 4.572 2.309 -0.708
H 3.678 0.910 -0.183
C -1.966 -1.413 0.035
O -2.694 -1.577 -1.175
C -4.061 -1.287 -1.181
C -4.415 -0.975 -2.658
N -5.835 -0.773 -2.816
C -6.248 0.545 -2.413
C -7.720 0.850 -2.636
O -8.019 0.544 -3.990
C -9.301 1.052 -4.335
H -1.812 -0.368 0.309
H -1.004 -1.855 -0.220
H -2.457 -2.013 0.804
H -4.377 -0.468 -0.529
H -4.668 -2.171 -0.957
H -4.164 -1.885 -3.217
H -3.643 -0.316 -3.081
H -6.208 -0.977 -3.730
H -5.787 1.331 -3.039
H -5.906 0.884 -1.432
H -7.859 1.923 -2.459
H -8.415 0.340 -1.956
H -10.051 0.380 -3.914
H -9.363 1.116 -5.420
H -9.490 2.074 -3.993
C 3.384 -6.838 3.643
O 3.901 -5.528 3.744
C 5.315 -5.474 3.759
C 5.849 -4.106 3.385
N 5.269 -3.589 2.101
C 5.355 -4.476 0.860
C 6.567 -4.047 0.054
O 6.630 -2.735 -0.399
C 5.875 -2.446 -1.554
H 3.874 -7.569 4.291
H 3.314 -7.138 2.595
H 2.358 -6.859 4.022
H 5.755 -6.242 3.121
H 5.697 -5.564 4.784
H 6.925 -3.926 3.384
H 5.501 -3.368 4.123
H 5.928 -2.880 1.794
H 4.461 -4.253 0.265
H 5.213 -5.540 1.038
H 6.659 -4.746 -0.793
H 7.474 -4.315 0.607
H 6.433 -2.664 -2.469
H 5.583 -1.398 -1.566
H 4.941 -3.016 -1.510
C 1.917 3.617 1.502
O 1.010 4.645 1.205
C 0.890 5.654 2.196
C -0.058 6.664 1.603
N 0.626 7.739 0.887
C -0.068 8.930 0.482
C 0.953 9.906 -0.115
O 1.433 9.404 -1.348
C 2.831 9.581 -1.543
H 1.837 3.384 2.571
H 2.937 3.861 1.194
H 1.642 2.677 1.016
H 1.901 6.025 2.408
H 0.505 5.307 3.166
H -0.684 7.181 2.334
H -0.670 6.113 0.887
H 1.512 7.516 0.473
H -0.372 9.464 1.390
H -0.873 8.776 -0.241
H 1.786 10.053 0.581
H 0.496 10.889 -0.268
H 3.090 9.258 -2.548
H 3.332 8.924 -0.827
H 3.113 10.628 -1.418
C -0.856 -3.597 -0.724
O -0.535 -4.885 -1.227
C -0.661 -4.982 -2.635
C -1.787 -5.923 -3.048
N -3.086 -5.480 -2.582
C -4.221 -6.281 -3.014
C -5.525 -5.477 -2.897
O -5.540 -4.483 -3.898
C -6.735 -3.747 -3.919
H -0.072 -2.876 -0.975
H -0.867 -3.678 0.368
H -1.879 -3.320 -0.990
H 0.287 -5.343 -3.060
H -0.677 -4.009 -3.144
H -1.579 -6.881 -2.550
H -1.687 -6.015 -4.131
H -3.095 -5.066 -1.669
H -4.344 -7.123 -2.319
H -4.001 -6.542 -4.046
H -5.589 -5.058 -1.882
H -6.418 -6.111 -2.972
H -7.621 -4.264 -4.301
H -6.474 -2.912 -4.581
H -6.990 -3.206 -2.998
O 2.374 -5.860 -0.251
H 2.275 -5.095 0.343
H 1.478 -6.053 -0.563
O 0.111 -5.628 2.313
H 0.730 -5.027 1.852
H -0.119 -5.178 3.128
O -0.849 1.717 2.706
H -0.206 0.991 2.652
H -1.663 1.353 2.341
O 3.115 -1.317 -2.763
H 2.991 -2.046 -2.145
H 3.782 -1.632 -3.384
```

Atom charges from the Löwdin analysis, given in e for atoms 1 to 5:
1. Li 0.6605
2. Li 0.6399
3. Li 0.7112
4. O -0.4365
5. C -0.3351

Summary of calculated total energy in hartree
-8300.02632; -285.57065; -9036.37207; -3214.00400
(order as listed above)